1.
Computed, not measured: 10 unconnected molecules or ions with the total composition C52H95N15O4, with ωB97M-V with the def2-TZVPD basis set.

Summary:
HOMO level   -12.5 eV
Gap between HOMO and LUMO   2.225 eV
Net charge   +6
Energy   -85940.673 eV

XYZ file:
```
166
Properties=species:S:1:pos:R:3:forces:R:3
C 1.280021 -1.801723 -0.353877 2.5261 -11.2968 -1.3440
O 2.142938 -1.685082 -1.477346 0.0230 4.1404 -1.0800
O 0.726304 -1.148068 0.433799 -1.3596 6.1729 1.3983
O 1.297850 -3.125103 -0.185466 -0.7492 0.8856 -0.1498
C 2.611532 -11.952457 -2.249389 -2.1859 -1.1390 -0.1340
C 2.550993 -11.943578 -0.764627 3.0213 4.5409 -1.4172
C 5.511154 -13.720378 -2.148271 3.4900 -0.0343 -3.2996
C 6.283652 -13.713045 -3.356532 -1.1074 0.4159 4.3147
C 4.990917 -9.412070 -0.219562 0.1655 3.4444 -4.4110
C 3.903590 -9.947455 -1.162099 2.9003 -1.8897 4.9366
N 3.165106 -10.700368 -0.318888 -3.1681 -2.3645 3.0243
O 3.230843 -10.517081 1.004795 -0.3102 -1.4378 -2.9064
C 4.148452 -10.015181 -2.564313 -1.6978 1.4025 -1.8679
C 4.446219 -8.292135 0.711170 0.5530 -0.6592 0.8938
C 2.660694 -13.131469 0.065948 -1.0109 -1.0209 1.8107
H 2.440600 -12.933957 -2.413359 -1.6545 -3.3994 -1.1435
H 3.508057 -11.931185 -2.841421 0.8210 -0.0150 0.8666
H 1.903440 -11.363560 -2.866572 -0.1095 -0.2998 0.9810
H 5.052349 -14.582312 -1.705947 -0.5471 -0.5209 -0.5079
H 5.761100 -12.973450 -1.388835 -0.2418 0.3153 -0.4809
H 6.503638 -14.528556 -4.049676 -0.8957 0.1051 0.2448
H 6.997307 -12.876236 -3.440663 -0.6618 -0.2219 -0.2160
H 5.497096 -8.852438 -1.032879 0.7813 0.0586 0.6942
H 5.830456 -10.011777 0.196044 -1.4801 -0.5711 -0.1699
H 4.447090 -9.029951 -2.946878 0.7494 -0.4248 0.2440
H 3.207440 -10.235838 -3.063488 0.8309 0.8427 -0.4414
H 4.825602 -10.875549 -2.745312 0.3012 0.7513 -0.0765
H 5.093676 -8.704545 1.521265 -0.6922 2.0871 0.5421
H 3.426606 -8.504926 1.041814 0.3590 0.4080 -0.2200
H 4.536616 -7.225137 0.348463 0.4597 -1.4303 0.5332
H 2.961750 -13.873561 -0.675606 -0.9703 -0.7562 0.3493
H 1.906512 -13.555043 1.043981 2.1668 1.6910 -3.3263
H 3.629969 -12.873822 0.491027 0.1693 0.0461 1.1516
C 0.457924 1.770925 -13.612139 0.3933 0.5870 0.2837
C 0.487398 1.915033 -15.118354 0.2662 0.1192 1.0076
N 0.006904 3.234776 -15.539531 1.2629 0.4564 0.3392
C -0.486317 3.475201 -16.777073 -1.1208 1.1119 0.0944
C -0.912433 4.792128 -16.803731 2.1733 -2.9405 1.2072
N -0.482072 5.298763 -15.590975 -0.9368 0.9106 -1.9035
C 0.054075 4.387418 -14.833317 0.0453 -2.3528 0.3062
C -0.978718 6.594797 -15.258633 0.4313 0.3787 2.0437
H 1.237098 2.395784 -13.162178 -0.3899 0.2425 0.1093
H 0.725847 0.802283 -13.264623 0.3414 -1.1056 -0.2940
H -0.520527 1.917644 -13.167551 -0.1625 0.5327 -0.0652
H -0.187398 1.243151 -15.564805 -0.8170 -1.0200 -0.5633
H 1.478369 1.675022 -15.490134 0.1527 0.4159 -0.2362
H -0.565861 2.658245 -17.450512 -0.1774 -0.1990 -0.6355
H -1.473995 5.313846 -17.515320 -0.3748 0.8356 -0.7580
H 0.314235 4.358241 -13.774996 0.0085 0.7170 -0.5485
H -0.270283 7.158815 -14.653315 0.3199 0.2591 -0.6332
H -1.730976 6.352467 -14.536903 -1.2676 0.6106 0.0496
H -1.312821 7.069209 -16.161617 -0.1494 0.4789 0.0591
C 6.274636 1.806393 -4.800956 0.2034 2.0155 0.2362
C 5.434526 2.884938 -4.040152 0.3235 -1.8625 -0.2855
N 5.732494 2.797040 -2.598249 1.6882 1.0790 -0.6545
C 6.906192 3.291783 -1.972052 -0.5864 0.4776 -2.1663
C 6.839220 2.937863 -0.706337 1.2091 -0.5299 4.0155
N 5.723831 2.166073 -0.510326 -0.9680 -0.3454 -1.3869
C 5.068783 2.117860 -1.719971 -0.2099 -1.6587 3.5407
C 5.324774 1.495417 0.756524 -1.5031 0.8905 0.2447
H 7.310095 2.217688 -4.904614 -0.8151 -0.6588 -0.2801
H 5.795651 1.567506 -5.751052 0.3418 0.1789 -0.0233
H 6.294880 0.938687 -4.194789 0.1319 -1.0512 0.4430
H 4.382954 2.645500 -4.133288 -0.2312 0.2447 -0.0790
H 5.655736 3.857786 -4.426534 -0.0674 0.6663 0.1403
H 7.684829 3.805505 -2.513444 -0.2868 0.1308 -0.0282
H 7.499228 3.127746 0.205261 -0.8272 -0.1890 -1.8499
H 4.220094 1.438906 -1.741421 -0.1529 0.5016 -0.8783
H 6.174177 1.045881 1.249795 0.2936 0.0830 -0.0895
H 4.546003 0.712900 0.624396 0.6346 0.5097 -0.4822
H 4.838053 2.268497 1.409510 0.6765 -0.6903 -0.4561
C 0.613414 -8.532187 9.068401 -0.2978 0.0921 -1.6280
C -0.117172 -7.139506 9.104191 0.1523 0.0436 1.2694
N -0.490993 -6.531873 7.822891 -0.9698 -0.0527 -2.1979
C -1.527650 -6.935660 6.976576 0.2443 -0.4928 0.9431
C -1.618841 -6.136503 5.917386 0.9535 1.1365 -0.1977
N -0.605493 -5.183255 6.084231 -1.7107 -0.6009 -0.6595
C 0.017494 -5.472555 7.207714 1.1531 0.4537 0.1289
C -0.562305 -3.973637 5.233761 1.0284 1.0467 2.1457
H 0.963820 -8.815904 10.038006 -0.0984 0.0982 0.8082
H 1.521675 -8.610059 8.423520 -0.6702 0.7422 0.2975
H -0.024947 -9.357214 8.696686 -0.0266 0.5977 0.3113
H 0.517811 -6.355200 9.578350 -0.3402 -0.7821 -0.1275
H -1.089378 -7.159124 9.693302 1.3251 -0.2788 -0.5778
H -2.130353 -7.747308 7.220450 -0.7935 -1.2335 0.4234
H -2.256390 -6.100962 5.052024 -0.1400 -0.1478 0.1389
H 0.922573 -4.980810 7.456214 0.4592 0.4813 0.6904
H -1.537407 -3.461918 5.289113 0.4177 -0.4198 -0.2185
H -0.258084 -4.237040 4.248049 0.1086 -0.0534 -0.7543
H 0.190312 -3.287642 5.722687 -0.7261 -0.6552 -0.8495
C -6.523987 2.512606 11.422991 0.8695 0.9794 1.6448
C -7.405854 1.679325 12.365533 0.8257 0.7426 -0.0505
N -8.716405 1.516425 11.762345 -1.3089 -0.3916 0.7860
C -8.991570 0.825615 10.627320 -0.6136 -0.8876 -1.3759
C -10.341371 0.632935 10.516647 -0.0690 1.1527 0.2768
N -10.885581 1.301555 11.616775 1.7306 -0.8730 -0.9597
C -9.878849 1.761890 12.368809 -1.0070 0.7139 0.6453
C -12.290866 1.471646 11.822897 -1.1300 1.3400 -0.6416
H -5.452957 2.524241 11.721042 -0.7480 -0.1352 0.3019
H -6.855502 3.569361 11.489236 0.1235 -0.6262 -0.4552
H -6.470393 2.157335 10.421784 -0.5082 -0.2765 -0.8853
H -7.538960 2.167425 13.344575 0.0316 -0.0576 -0.4927
H -7.021029 0.692635 12.572847 0.2336 -0.3131 -0.0832
H -8.243745 0.531568 9.919578 0.2977 -0.0844 0.0742
H -11.011911 0.256827 9.721832 0.8461 0.1430 0.6959
H -10.030951 2.287598 13.335901 0.3177 -0.4937 -0.9602
H -12.845719 1.590366 10.845426 0.9171 0.1422 0.9915
H -12.369146 2.395578 12.417963 -0.6368 -0.5868 -0.1356
H -12.711926 0.604470 12.278432 -0.2759 -0.4406 0.7323
C 6.412744 11.963857 6.953306 -1.1160 -0.6890 -0.7221
C 7.880945 11.717561 6.973636 -0.4984 0.5450 2.2093
N 8.210194 10.408653 6.524147 0.8668 -2.8335 -0.4801
C 8.057377 9.899219 5.230943 -1.1949 1.1416 0.4726
C 8.381559 8.591847 5.249277 1.1939 -1.0168 -0.4450
N 8.856349 8.325437 6.524848 -0.3750 1.1134 1.3538
C 8.706740 9.431058 7.298211 -0.4348 0.0752 -2.5981
C 9.409739 7.054223 6.952421 1.0795 -0.5409 1.5284
H 6.203225 13.029563 7.020849 -0.1774 -0.1290 -0.4023
H 5.807496 11.447019 7.683581 0.3227 -0.0853 0.8318
H 6.079616 11.446196 6.052199 -0.5509 0.9584 -0.5086
H 8.200115 11.833065 8.031973 0.5575 0.0564 -0.9123
H 8.319813 12.395155 6.297494 0.9722 1.0103 -0.4045
H 7.573492 10.533500 4.493909 0.4002 -0.3552 -0.0503
H 8.485128 7.810597 4.445514 -0.3465 1.2128 1.0778
H 8.961127 9.645358 8.299313 0.3836 -0.5060 0.9465
H 10.118249 6.746056 6.170336 -0.3128 -0.2540 0.4930
H 8.618458 6.338337 7.157258 -0.1181 -0.1505 -0.5749
H 9.943072 7.089866 7.971112 -0.5648 0.5664 -1.7262
C -11.148939 -1.095208 -3.335040 0.9456 -0.0382 0.3396
C -9.978194 -0.353431 -3.956317 -1.1913 0.8234 0.7062
N -8.759075 -1.006300 -3.514960 0.6847 2.6640 1.3905
C -7.910945 -0.798016 -2.428724 -1.2831 1.0951 0.7116
C -7.018380 -1.791284 -2.394674 0.6186 -1.8066 -1.0163
N -7.318959 -2.636818 -3.519633 -0.0476 1.4563 -0.2598
C -8.322407 -2.007366 -4.154671 0.4668 -3.4358 -2.5857
C -6.686735 -3.898859 -4.014396 -1.3391 0.9379 -0.2877
H -11.271186 -0.902317 -2.288884 0.0722 0.2782 0.6874
H -10.921796 -2.151818 -3.423168 -0.5337 -0.2929 -0.2456
H -12.043790 -0.800269 -3.814352 -1.0143 -0.0326 -0.5981
H -10.016273 0.730603 -3.767710 0.4566 -0.4740 0.2075
H -10.073796 -0.475230 -5.016537 0.3857 -0.0304 -0.6739
H -8.095333 0.027867 -1.745306 0.2276 -0.3260 -0.2227
H -6.181235 -1.986275 -1.718652 -0.5465 0.0238 -0.3810
H -8.796674 -2.233387 -5.136652 0.7607 -0.5248 1.0083
H -6.718305 -4.549999 -3.182254 0.1886 -0.9748 0.6198
H -5.697257 -3.729029 -4.360485 0.8655 0.2575 -0.1181
H -7.284183 -4.313563 -4.852409 0.2148 0.3987 0.6719
C -3.773760 7.179547 -4.207127 0.1920 1.1264 1.1924
C -3.971247 8.709349 -4.164407 0.0468 -0.2269 2.1917
N -2.871100 9.330486 -3.325629 -1.5840 -0.8992 -1.1109
C -1.766819 9.978652 -3.808650 0.0239 0.2518 -0.7011
C -0.973900 10.112581 -2.740840 1.6557 0.2932 0.3394
N -1.546587 9.560475 -1.634706 -2.2583 -0.7189 -1.6689
C -2.765343 9.044601 -2.042979 -0.3643 -0.7680 2.6713
C -0.991470 9.398453 -0.310325 -0.3430 0.4953 0.7216
H -2.878320 7.066443 -4.793830 0.1673 -0.9097 -0.3973
H -4.662257 6.673820 -4.533258 -0.2352 -0.1997 -0.9028
H -3.621388 6.779859 -3.187690 0.2180 0.4926 -0.3869
H -4.960384 8.948821 -3.726185 0.7310 0.1197 -0.0765
H -3.913113 9.149006 -5.127984 0.0516 0.3605 -0.9413
H -1.687857 10.295770 -4.839417 0.2105 0.0037 0.2420
H 0.025464 10.413286 -2.651594 1.1094 0.8777 -0.2915
H 2.093295 -2.508714 -1.991598 -0.3090 0.1991 1.2887
H -0.442321 8.420107 -0.225635 -0.2979 1.1679 0.0717
H -1.839150 9.431615 0.418540 0.6519 -0.3816 -0.6896
H -0.403256 10.318249 -0.061562 0.0217 -1.0812 -0.2659
```
Positions in Å, forces in eV/Å.

2.
Computed, not measured: a molecular structure, C6H22BKO6, with ωB97M-V with the def2-TZVPD basis set.

Summary:
HOMO level   -6.8 eV
Energy above the lowest of the compared OMol25 structures with the same formula, charge and spin   110.2 kcal/mol
Gap between HOMO and LUMO   5.679 eV
Net charge   0
Energy   -35858.665 eV

XYZ file:
```
36
Properties=species:S:1:pos:R:3:forces:R:3
K 0.066786 1.697996 1.485210 -0.6472 -0.2270 0.2000
B -3.432994 -0.260384 3.255820 -0.0534 -0.1354 -0.0915
H -2.940964 -1.084764 3.748300 1.5542 -3.3519 2.5270
H -2.816134 0.596116 3.479720 2.6831 4.0852 0.9919
H -3.249914 -0.538694 2.229540 0.3544 -0.8367 -4.6337
H -4.468764 -0.076464 3.495770 -3.9231 0.5822 0.9152
C -1.154814 5.815676 -1.190570 0.0868 0.5692 0.1284
C -2.247244 4.830426 -1.523690 -1.7819 1.3216 1.0337
O -1.699274 3.727226 -2.064700 1.8680 -3.1753 -1.2575
O -0.432114 5.417156 0.031130 -0.8124 -0.3141 -1.3980
H -1.503544 6.848346 -1.181320 -0.3699 -0.0002 0.8474
H -0.602954 5.827206 -2.130480 1.1618 -0.3526 0.3469
H -2.967634 5.183146 -2.261740 0.0271 1.1098 0.1891
H -2.854514 4.530376 -0.669710 0.0400 0.3296 0.5153
H -2.171494 3.436356 -2.848290 0.0293 -0.0168 0.1758
H 0.094686 6.118746 0.420820 -0.1655 0.3437 -0.4336
C -1.009184 -3.307314 -3.188940 -2.0765 -0.9069 0.4024
C -0.302144 -2.662354 -4.331460 0.0972 0.2118 -0.5613
O -0.797834 -1.330844 -4.446880 -0.3032 0.2071 0.5271
O -1.032704 -2.651194 -1.945180 1.4931 0.4528 0.1893
H -0.753574 -4.360664 -3.074020 0.6342 0.0759 0.1101
H -2.078934 -3.351814 -3.393280 -0.1886 -0.1212 -0.9960
H -0.584284 -3.254284 -5.202150 0.0990 -0.0408 -0.2495
H 0.784596 -2.683874 -4.250010 0.1474 0.0969 0.2047
H -0.400154 -0.796494 -5.138200 0.2849 -0.4306 -0.0835
H -0.803444 -1.752314 -2.192270 -0.1617 0.4620 0.4276
C 3.869026 -1.798864 3.662380 0.0439 -1.5277 -0.3671
C 3.720586 -3.195944 3.037810 0.4646 0.6861 1.5841
O 4.121826 -4.062604 4.080780 -0.2297 -0.9271 -0.1179
O 3.795676 -0.879224 2.610210 0.0174 1.1647 -0.1558
H 4.851986 -1.788734 4.133330 0.0885 0.1105 0.1449
H 3.140186 -1.626974 4.454450 -0.2261 0.1823 -0.3371
H 4.463006 -3.319154 2.249320 -0.3425 0.3131 -0.5945
H 2.696256 -3.425944 2.744670 0.0191 0.2333 -0.3978
H 4.013486 -4.918924 3.660560 0.1876 -0.5269 0.6388
H 4.686516 -0.900964 2.253080 -0.1000 0.3535 -0.4253
```
Positions in Å, forces in eV/Å.

Question: Which formula does entry 1 have?
Answer: C52H95N15O4

Question: Among the records above, which one has the highest HOMO level?
Answer: C6H22BKO6